# C17H14BrClHoO2

A structure of composition C17H14BrClHoO2 at a distorted geometry (ωB97M-V/def2-TZVPD, the Open Molecules 2025 dataset).

Values from the calculation:
DFT total energy   -130318.0408 eV
Expectation value of S²   6.0042
Multiplicity   5
Kohn-Sham gap (alpha / beta)   3.791 / 3.795 eV
HOMO (alpha / beta)   -2.2300 / -2.2311 eV
Net charge   -1

The geometry in XYZ format:
```
36
C17H14BrClHoO2, DFT ωB97M-V/def2-TZVPD
C -1.84794 -0.96603 -0.82534
C -1.97238 -1.47565 0.50298
C -1.95519 -0.36287 1.39913
H -2.27694 -2.49434 0.77635
C -1.82110 0.83566 0.63476
C -1.75585 0.47012 -0.75520
H -1.71962 1.16613 -1.58390
H -1.91828 -1.54841 -1.73859
H -2.17530 -0.41942 2.46381
H -1.90024 1.84192 1.04447
Ho 0.37811 -0.39187 0.15861
Br 1.92780 -1.39483 -1.66633
C 2.66599 0.67456 -4.56486
C 1.57818 1.47372 -5.02975
C 0.57981 0.59379 -5.56155
H 1.52450 2.56044 -5.00733
C 1.05862 -0.74644 -5.43001
C 2.34999 -0.69707 -4.81976
H 2.97626 -1.55215 -4.58238
H 3.57995 1.03940 -4.10301
H -0.36342 0.89559 -6.01334
H 0.54131 -1.64830 -5.74911
Cl 1.51305 -0.17551 8.60138
C 1.35989 -0.28563 6.89395
C 1.39376 -1.54764 6.27054
C 1.32885 -1.62348 4.87664
C 1.24144 -0.45013 4.12562
C 1.19673 0.79833 4.74376
C 1.23116 0.88896 6.13244
C 1.10888 -0.50737 2.65437
O 0.68319 -1.56933 2.04814
O 1.33713 0.56492 1.94635
H 1.47880 -2.44639 6.87794
H 1.29976 -2.58379 4.36576
H 1.07829 1.68724 4.12377
H 1.17822 1.85678 6.63348
```